Entry 1:
Below is C12H11F7NO4S2Sr as an isolated structure in a non-equilibrium geometry, with properties calculated with ωB97M-V/def2-TZVPD.

Calculated values
* E_HOMO: -10.3 eV
* net charge: +1

Geometry as XYZ:
```
38
C12H11F7NO4S2Sr ωB97M-V/def2-TZVPD
O -2.00 1.44 -3.46
S -1.22 1.08 -2.28
O -1.24 -0.38 -2.10
C 0.55 1.56 -2.51
C 1.43 1.02 -1.31
C 2.77 0.29 -1.77
C 2.96 -0.92 -0.78
C 3.59 -0.65 0.49
C 3.73 -1.78 1.43
C 3.23 -3.08 1.03
C 2.61 -3.33 -0.27
C 2.46 -2.22 -1.22
N -1.74 1.97 -0.93
S -3.28 1.66 -0.56
O -4.17 2.78 -0.86
O -3.87 0.43 -1.12
C -3.47 1.43 1.29
F -3.22 2.59 1.95
F -4.88 1.15 1.51
C -2.59 0.20 1.81
F -3.51 -0.92 2.01
F -1.68 -0.24 0.94
C -1.85 0.44 3.18
F -0.98 1.46 3.15
F -2.72 0.51 4.25
F -1.08 -0.68 3.40
H 0.92 1.20 -3.51
H 0.54 2.68 -2.48
H 1.68 1.78 -0.54
H 0.82 0.22 -0.80
H 2.72 -0.07 -2.84
H 3.61 1.03 -1.68
H 3.97 0.35 0.81
H 4.18 -1.59 2.42
H 3.31 -3.92 1.76
H 2.23 -4.35 -0.52
H 1.98 -2.36 -2.21
Sr -5.79 -0.80 2.29
```

Entry 2:
Below is a 3-piece molecular cluster, C16H32BrF6NO8P2 overall in a non-equilibrium geometry, with properties calculated with ωB97M-V/def2-TZVPD.

Calculated values
* E_HOMO: -9.6 eV
* structure (SMILES): CC(C)[C@@H](C)CO[PH](Br)(CN)CP(=O)(O)O.CCOC(=O)C(F)(F)F.CCOC(=O)C(F)(F)F

Geometry as XYZ:
```
66
C16H32BrF6NO8P2 ωB97M-V/def2-TZVPD
C -6.15 0.77 0.75
C -6.01 0.22 -0.83
C -7.59 -0.08 -1.30
C -5.11 -1.15 -0.75
C -5.21 -2.13 -2.06
C -3.51 -0.88 -0.43
O -3.11 -1.65 0.76
P -1.85 -2.82 0.38
Br -0.28 -4.42 -0.20
C -0.57 -1.41 0.20
N 0.86 -1.82 0.51
C -2.12 -3.81 1.99
P -3.96 -4.14 2.41
O -4.47 -3.11 3.54
O -4.00 -5.76 3.15
O -5.02 -4.21 1.02
H -6.44 1.91 0.76
H -5.22 0.49 1.41
H -7.10 0.19 1.18
H -5.52 1.07 -1.47
H -7.86 -1.13 -0.80
H -8.31 0.73 -0.84
H -7.69 -0.21 -2.47
H -5.53 -1.78 0.17
H -6.06 -1.85 -2.82
H -5.43 -3.23 -1.66
H -4.21 -2.20 -2.69
H -2.84 -1.11 -1.39
H -3.28 0.26 -0.17
H -2.62 -3.23 -0.80
H -0.80 -0.44 0.83
H -0.57 -1.06 -0.94
H 1.39 -2.00 -0.40
H 1.31 -0.93 0.87
H -1.62 -4.88 1.87
H -1.59 -3.32 2.94
H -4.94 -6.10 3.05
H -4.48 -4.09 0.18
C 7.59 -0.97 -1.85
C 6.43 -1.63 -1.13
O 5.40 -0.68 -0.85
C 4.56 -0.37 -1.89
O 4.65 -0.86 -3.01
C 3.48 0.61 -1.45
F 3.98 1.65 -0.72
F 2.53 0.02 -0.66
F 2.80 1.17 -2.49
H 7.96 -0.11 -1.27
H 8.41 -1.67 -1.99
H 7.29 -0.58 -2.83
H 6.77 -2.02 -0.17
H 6.04 -2.48 -1.70
C 3.59 3.97 0.98
C 3.90 5.25 0.22
O 4.61 6.17 1.07
C 5.96 5.94 1.20
O 6.56 5.02 0.65
C 6.60 7.02 2.07
F 5.89 7.27 3.21
F 6.71 8.21 1.42
F 7.86 6.69 2.49
H 3.05 4.19 1.90
H 2.98 3.30 0.36
H 4.50 3.44 1.26
H 2.96 5.74 -0.06
H 4.46 5.05 -0.70
```

Entry 3:
Below is a 2-piece molecular cluster, C2H3ClO2S overall in a non-equilibrium geometry, with properties calculated with ωB97M-V/def2-TZVPD.

Calculated values
* E_HOMO: -9.5 eV
* ΔE to the lowest compared entry with this formula, charge and spin: 216.8 kJ/mol

Geometry as XYZ:
```
9
C2H3ClO2S ωB97M-V/def2-TZVPD
C 0.63 0.79 -0.06
C 0.86 -0.33 -0.91
O -0.39 -1.34 1.32
O 0.77 -0.79 -1.98
S 0.94 -0.78 0.94
Cl -2.50 0.50 0.22
H 1.64 1.22 0.21
H -0.28 1.30 -0.28
H -1.67 -0.57 0.55
```

Entry 4:
Below is a 2-piece molecular cluster, CH6N overall in a non-equilibrium geometry, with properties calculated with ωB97M-V/def2-TZVPD.

Calculated values
* E_HOMO: -16.3 eV
* ΔE to the lowest compared entry with this formula, charge and spin: 446.9 kJ/mol
* net charge: +1

Geometry as XYZ:
```
8
CH6N ωB97M-V/def2-TZVPD
C 0.30 0.54 0.53
N -0.30 -0.51 -0.71
H 1.01 1.07 -0.17
H -0.37 1.22 1.90
H 0.36 -0.29 1.35
H 0.59 -0.46 -1.20
H -0.54 -1.50 -0.43
H -1.05 -0.07 -1.26
```

Entry 5:
Below is C31H26Br2ClFeNO2P as an isolated structure, with properties calculated with ωB97M-V/def2-TZVPD.

Calculated values
* E_HOMO (spin up / spin down): -5.3 / -7.6 eV
* ΔE to the lowest compared entry with this formula, charge and spin: 0.0 kJ/mol
* spin multiplicity: 6

Geometry as XYZ:
```
65
C31H26Br2ClFeNO2P ωB97M-V/def2-TZVPD
Fe -0.09 -0.06 0.53
Cl -0.60 3.10 0.36
C -1.70 3.35 -0.96
C -2.17 4.64 -1.16
C -3.06 4.89 -2.19
C -3.48 3.85 -3.02
C -2.99 2.57 -2.80
C -2.09 2.29 -1.78
P -1.43 0.60 -1.53
C -0.19 0.47 -2.86
C 0.22 -0.79 -3.28
C 1.30 -0.92 -4.14
C 1.98 0.20 -4.59
C 1.56 1.46 -4.19
C 0.48 1.60 -3.33
C -2.79 -0.48 -2.03
C -3.65 -0.93 -1.03
C -4.72 -1.75 -1.34
C -4.93 -2.15 -2.66
C -4.07 -1.72 -3.66
C -3.01 -0.89 -3.35
H -1.85 5.44 -0.51
H -3.44 5.89 -2.35
H -4.18 4.03 -3.82
H -3.32 1.76 -3.44
H -0.30 -1.67 -2.93
H 1.61 -1.91 -4.45
H 2.83 0.10 -5.25
H 2.08 2.35 -4.54
H 0.16 2.59 -3.02
H -3.47 -0.64 0.00
H -5.38 -2.10 -0.56
H -5.76 -2.81 -2.90
H -4.22 -2.04 -4.68
H -2.33 -0.55 -4.13
C 2.70 1.85 0.05
C 2.91 0.43 -0.37
C 4.16 -0.03 -0.84
C 4.31 -1.32 -1.25
C 3.21 -2.19 -1.22
C 3.22 -3.53 -1.69
Br 4.81 -4.30 -2.37
C 2.07 -4.27 -1.68
C 0.87 -3.73 -1.19
Br -0.71 -4.77 -1.27
C 0.79 -2.44 -0.69
O -0.31 -1.89 -0.27
C 2.00 -1.68 -0.73
N 1.88 -0.39 -0.30
H 3.65 2.39 0.07
H 2.24 1.90 1.03
H 2.03 2.35 -0.66
H 4.99 0.67 -0.86
H 5.26 -1.67 -1.62
H 2.07 -5.29 -2.05
C -2.41 -0.35 2.62
O -1.29 0.11 3.33
C -0.18 0.36 2.55
C 0.89 0.93 3.42
H -2.77 0.43 1.93
H -3.20 -0.57 3.34
H -2.17 -1.26 2.05
H 0.87 0.49 4.42
H 0.80 2.02 3.57
H 1.89 0.75 3.00
```

Entry 6:
Below is C4H6O2 as an isolated structure in a non-equilibrium geometry, with properties calculated with ωB97M-V/def2-TZVPD.

Calculated values
* E_HOMO: -8.5 eV
* ΔE to the lowest compared entry with this formula, charge and spin: 373.2 kJ/mol

Geometry as XYZ:
```
12
C4H6O2 ωB97M-V/def2-TZVPD
O 1.36 -1.05 0.81
C 0.53 -0.64 -0.19
C -0.94 -0.57 0.14
C -1.06 0.94 0.15
O -1.94 1.61 0.65
C 0.22 1.34 -0.40
H 2.24 -1.24 0.45
H 0.75 -1.17 -1.15
H -1.08 -0.99 1.14
H -1.61 -1.05 -0.58
H 0.75 0.67 -1.10
H 0.78 2.15 0.08
```